{"formula": "C44H75F3N10O2", "method": "ωB97M-V/def2-TZVPD", "elements": ["C", "C", "O", "C", "O", "C", "F", "F", "F", "H", "H", "H", "H", "H", "C", "C", "C", "C", "N", "H", "H", "H", "H", "H", "H", "H", "C", "C", "C", "C", "N", "H", "H", "H", "H", "H", "H", "H", "C", "C", "C", "C", "N", "H", "H", "H", "H", "H", "H", "H", "C", "C", "C", "C", "N", "H", "H", "H", "H", "H", "H", "H", "C", "C", "C", "C", "N", "H", "H", "H", "H", "H", "H", "H", "C", "C", "C", "C", "N", "H", "H", "H", "H", "H", "H", "H", "C", "C", "C", "C", "N", "H", "H", "H", "H", "H", "H", "H", "C", "C", "C", "C", "N", "H", "H", "H", "H", "H", "H", "H", "C", "C", "C", "C", "N", "H", "H", "H", "H", "H", "H", "H", "C", "C", "C", "C", "N", "H", "H", "H", "H", "H", "H", "H"], "xyz": [[0.294, -1.354, 1.402], [0.021, -0.619, 0.116], [-0.115, -1.711, -0.816], [-0.669, -1.275, -1.925], [-1.162, -0.160, -2.160], [-0.836, -2.406, -2.961], [-0.454, -3.567, -2.484], [-2.123, -2.474, -3.201], [-0.120, -1.989, -4.007], [-0.569, -2.022, 1.594], [0.377, -0.662, 2.240], [1.166, -1.987, 1.366], [0.756, 0.110, -0.232], [-0.910, -0.069, 0.191], [0.607, -2.319, -7.817], [1.777, -1.303, -7.986], [2.673, -1.358, -6.748], [3.438, -2.573, -6.565], [4.024, -3.567, -6.519], [0.017, -2.260, -8.739], [0.019, -2.081, -6.921], [1.013, -3.305, -7.562], [1.362, -0.294, -8.012], [2.396, -1.529, -8.863], [2.102, -1.211, -5.822], [3.356, -0.515, -6.783], [-0.874, 3.954, -4.240], [-0.792, 2.444, -4.153], [-1.645, 1.842, -5.288], [-1.071, 2.108, -6.604], [-0.513, 2.342, -7.586], [-1.881, 4.318, -4.084], [-0.609, 4.248, -5.253], [-0.165, 4.414, -3.537], [-1.197, 2.128, -3.198], [0.251, 2.127, -4.253], [-2.635, 2.305, -5.214], [-1.844, 0.765, -5.266], [-4.828, -1.992, -0.746], [-3.564, -2.037, 0.076], [-3.738, -2.792, 1.378], [-4.717, -2.234, 2.288], [-5.527, -1.710, 2.933], [-5.544, -1.406, -0.163], [-5.257, -2.981, -0.896], [-4.576, -1.499, -1.672], [-3.205, -1.012, 0.221], [-2.840, -2.655, -0.482], [-2.795, -2.887, 1.904], [-4.050, -3.788, 1.074], [-2.779, -2.550, 5.528], [-1.503, -2.136, 4.780], [-0.502, -1.503, 5.752], [0.007, -2.490, 6.689], [0.382, -3.387, 7.335], [-3.108, -1.707, 6.140], [-2.531, -3.344, 6.230], [-3.558, -2.874, 4.868], [-1.681, -1.439, 3.936], [-1.013, -2.957, 4.278], [-0.988, -0.723, 6.316], [0.326, -1.052, 5.212], [4.804, -5.655, 0.775], [3.691, -5.122, -0.129], [3.193, -3.774, 0.415], [4.202, -2.699, 0.385], [4.928, -1.846, 0.414], [5.252, -6.548, 0.341], [4.377, -5.857, 1.757], [5.571, -4.897, 0.922], [2.799, -5.742, -0.183], [3.967, -5.009, -1.183], [2.760, -3.785, 1.420], [2.455, -3.447, -0.329], [2.834, 1.049, -2.585], [3.873, 0.521, -3.532], [4.400, -0.818, -3.098], [3.384, -1.833, -3.000], [2.561, -2.634, -2.892], [1.985, 0.369, -2.520], [2.456, 2.007, -2.929], [3.263, 1.215, -1.596], [4.700, 1.202, -3.662], [3.404, 0.467, -4.516], [5.000, -0.694, -2.189], [5.130, -1.272, -3.776], [3.350, 1.215, 1.855], [4.051, 1.294, 3.232], [4.734, -0.045, 3.590], [3.698, -1.098, 3.727], [2.905, -1.906, 3.752], [4.017, 0.849, 1.059], [2.939, 2.188, 1.522], [2.493, 0.538, 1.813], [3.317, 1.578, 3.988], [4.813, 2.074, 3.224], [5.260, -0.025, 4.539], [5.435, -0.265, 2.791], [-5.729, 2.389, 0.731], [-5.964, 1.679, 2.077], [-4.789, 1.863, 3.153], [-3.549, 1.310, 2.541], [-2.613, 0.875, 2.059], [-6.493, 2.145, -0.012], [-4.752, 2.135, 0.323], [-5.828, 3.457, 0.877], [-6.110, 0.593, 2.061], [-6.855, 2.125, 2.523], [-5.042, 1.320, 4.056], [-4.514, 2.892, 3.469], [-0.108, 2.953, 0.278], [-1.492, 3.287, -0.291], [-2.250, 4.128, 0.744], [-1.591, 5.366, 1.065], [-0.971, 6.348, 1.308], [0.338, 3.917, 0.524], [0.510, 2.423, -0.448], [-0.162, 2.248, 1.116], [-2.075, 2.370, -0.364], [-1.447, 3.837, -1.217], [-2.387, 3.618, 1.698], [-3.222, 4.389, 0.323], [0.473, 2.269, 4.360], [0.749, 3.638, 4.905], [-0.013, 4.714, 4.111], [-1.472, 4.603, 4.194], [-2.583, 4.371, 4.344], [0.631, 2.219, 3.290], [-0.551, 1.977, 4.596], [1.102, 1.518, 4.838], [1.791, 3.949, 4.805], [0.471, 3.678, 5.970], [0.337, 4.744, 3.080], [0.289, 5.722, 4.428]], "atomic_forces_ev_per_a": [[-0.568, 0.179, 0.554], [-0.019, -0.376, 1.254], [-0.087, 1.436, -1.033], [-1.783, 1.403, -0.676], [1.626, -2.501, 0.687], [0.828, 1.945, 1.861], [0.541, -0.701, -0.494], [-1.127, -0.304, -1.258], [-0.354, -0.950, -0.827], [0.357, 0.393, -0.010], [0.048, -0.021, 0.075], [0.405, 0.023, -0.074], [0.337, -0.408, 0.024], [-0.261, -0.074, -0.053], [0.903, 0.619, 0.057], [-0.609, -0.970, 0.951], [-0.052, 0.890, 0.595], [0.539, -1.196, -0.488], [-0.342, 0.731, 0.158], [-0.166, -0.573, 0.433], [-0.146, 0.362, -0.403], [-0.149, -0.044, -0.727], [0.165, -0.023, -0.382], [-0.358, 0.204, 0.033], [-0.189, -0.035, -0.196], [0.364, 0.067, 0.014], [0.710, 0.095, -0.172], [-0.234, -0.132, -0.382], [-0.511, -0.214, 0.107], [0.511, 0.389, -0.387], [-0.342, -0.203, 0.369], [-0.249, 0.093, 0.331], [0.234, 0.304, -0.067], [-0.368, 0.067, -0.197], [0.117, -0.395, 0.095], [-0.172, -0.130, 0.159], [0.037, 0.008, -0.260], [0.328, 0.056, 0.472], [-0.135, 0.364, 0.812], [0.476, -0.300, -0.492], [0.231, -0.377, -0.056], [-1.446, 1.124, 0.757], [1.102, -0.738, -0.690], [-0.275, 0.091, -0.422], [0.051, -0.052, -0.244], [-0.399, 0.050, -0.422], [0.226, -0.306, 0.070], [0.160, 0.570, 0.165], [0.229, -0.039, 0.172], [-0.127, -0.299, 0.366], [1.091, 0.345, 0.165], [-0.274, 0.423, -0.356], [-0.020, 0.107, -0.382], [0.925, -2.220, 1.152], [-0.718, 1.880, -1.075], [-0.292, 0.006, -0.190], [-0.081, -0.193, -0.023], [-0.502, -0.128, -0.280], [-0.243, 0.071, 0.646], [0.096, -0.633, 0.068], [-0.187, 0.405, 0.207], [0.235, -0.035, -0.008], [-0.495, -0.156, -0.460], [0.084, 0.494, 0.416], [-0.061, 0.653, -1.285], [-2.708, -3.238, 0.272], [2.623, 3.052, -0.044], [0.063, -0.047, 0.270], [0.125, -0.270, 0.040], [0.139, 0.004, -0.152], [0.089, -0.432, 0.332], [0.338, 0.173, 0.264], [0.057, -0.256, -0.132], [-0.313, 0.154, 0.449], [-0.069, 0.476, 0.430], [-0.487, 0.167, -0.954], [1.513, -0.413, -0.257], [-0.914, -0.702, 0.865], [0.350, 0.363, -0.100], [-0.031, -0.063, 0.127], [-0.092, 0.170, -0.063], [-0.130, -0.124, 0.162], [0.328, 0.285, 0.183], [0.094, -0.242, -0.135], [-0.590, -0.325, 0.298], [0.029, 0.417, -0.390], [-0.048, 0.344, -0.451], [-0.319, -0.150, -0.505], [-1.049, 0.176, 0.192], [2.139, 1.578, -0.716], [-1.620, -1.442, 0.190], [0.051, 0.199, 0.332], [0.383, -0.267, 0.308], [0.080, -0.147, 0.459], [0.055, -0.076, 0.096], [0.023, -0.012, -0.080], [0.199, 0.265, 0.087], [0.013, -0.506, -0.044], [-0.158, -0.571, 0.429], [0.612, 0.614, 1.126], [0.214, 0.321, -1.482], [-1.658, 0.456, 1.309], [1.172, -0.477, -0.681], [0.070, -0.290, 0.139], [0.061, 0.112, -0.133], [0.330, 0.307, 0.059], [-0.073, 0.271, -0.516], [-0.049, -0.186, 0.113], [0.090, -0.286, 0.052], [-0.520, -0.366, -0.411], [-0.173, -0.188, -0.740], [0.143, -0.609, 1.588], [-0.617, 0.045, -0.337], [2.723, 4.078, 0.769], [-2.184, -3.349, -0.784], [0.519, -0.301, 0.312], [0.102, 0.275, -0.259], [-0.217, 0.510, 0.207], [-0.020, -0.050, -0.543], [0.075, -0.045, -0.421], [-0.129, -0.307, -0.126], [-0.233, -0.078, 0.239], [0.001, -0.668, 0.418], [-0.326, 0.854, 0.113], [0.424, 0.902, 0.184], [0.769, -0.361, 0.028], [-0.479, 0.043, -0.103], [-0.005, -0.056, -0.287], [-0.141, 0.019, -0.252], [0.142, -0.041, -0.029], [0.102, -0.336, 0.164], [0.178, 0.115, -0.325], [-0.380, -0.431, -0.254], [-0.303, -0.163, 0.334]], "lowdin_charge": [-0.050, -0.202, 0.035, -0.387, 0.099, -0.613, 0.189, 0.189, 0.151, 0.079, 0.067, 0.047, 0.111, 0.081, -0.090, -0.229, -0.228, -0.247, 0.150, 0.074, 0.061, 0.072, 0.097, 0.115, 0.102, 0.110, -0.113, -0.257, -0.181, -0.241, 0.144, 0.075, 0.068, 0.079, 0.077, 0.103, 0.122, 0.114, -0.089, -0.270, -0.185, -0.215, 0.171, 0.073, 0.085, 0.072, 0.093, 0.109, 0.098, 0.127, -0.084, -0.260, -0.205, -0.230, 0.144, 0.080, 0.073, 0.041, 0.087, 0.103, 0.110, 0.090, -0.097, -0.249, -0.198, -0.238, 0.167, 0.072, 0.078, 0.067, 0.108, 0.109, 0.109, 0.089, -0.097, -0.255, -0.189, -0.215, 0.203, 0.063, 0.071, 0.075, 0.114, 0.094, 0.114, 0.128, -0.106, -0.232, -0.166, -0.222, 0.168, 0.060, 0.072, 0.046, 0.084, 0.108, 0.112, 0.103, -0.101, -0.219, -0.142, -0.232, 0.194, 0.073, 0.051, 0.069, 0.068, 0.102, 0.106, 0.088, -0.093, -0.223, -0.203, -0.240, 0.158, 0.068, 0.058, 0.054, 0.091, 0.097, 0.080, 0.118, -0.116, -0.245, -0.192, -0.222, 0.173, 0.054, 0.073, 0.063, 0.108, 0.122, 0.092, 0.125], "total_energy_ev": -73991.532, "largest_force_ev_per_a": 5.0, "smiles": "CCOC(=O)C(F)(F)F.CCCC#N.CCCC#N.CCCC#N.CCCC#N.CCCC#N.CCCC#N.CCCC#N.CCCC#N.CCCC#N.CCCC#N", "homo_lumo_gap_ha": 0.42990, "homo_energy_ev": -11.3}